Entry 1:
Entry from the OMol25 dataset: C33H22ClN2O4PPt as an isolated structure at a distorted geometry (wB97M-V/def2-TZVPD).

Each line ends with the Mulliken charge.
CARTESIAN COORDINATES (ANGSTROEM)
Pt: 0.58 -0.26 -0.01  1.2624
O: 5.16 -0.55 3.64  -0.5515
C: 5.61 -0.36 2.42  0.4653
O: 6.73 0.02 2.19  -0.6080
C: 4.65 -0.61 1.29  -0.3429
C: 4.99 -0.54 -0.05  0.6308
Cl: 6.55 -0.23 -0.64  -0.1674
N: 3.86 -0.72 -0.80  0.4468
N: 2.81 -0.88 0.03  -0.7759
C: 3.25 -0.83 1.28  0.1901
C: 2.26 -0.96 2.40  0.6970
O: 2.66 -1.15 3.55  -0.8948
O: 1.05 -0.88 2.07  -0.5430
C: 3.65 -0.73 -2.19  0.8592
C: 4.70 -0.76 -3.11  -0.6125
C: 4.43 -0.69 -4.47  -0.8152
C: 3.13 -0.60 -4.93  -0.4500
C: 2.08 -0.62 -4.03  -1.1044
C: 2.34 -0.69 -2.68  0.1846
H: 4.19 -0.83 3.70  0.4468
H: 5.72 -0.83 -2.78  0.3409
H: 5.25 -0.69 -5.17  0.3786
H: 2.93 -0.51 -5.99  0.4007
H: 1.07 -0.57 -4.38  0.4072
H: 1.49 -0.69 -1.98  0.3586
C: -6.39 -1.02 -1.07  -0.4783
C: -5.86 -1.31 0.18  -0.7412
C: -4.52 -1.11 0.43  -0.0675
C: -3.69 -0.59 -0.56  0.0985
C: -4.22 -0.31 -1.81  -0.3334
C: -5.57 -0.52 -2.06  -0.7458
P: -1.90 -0.24 -0.23  0.2917
C: -1.65 -1.38 1.17  0.0214
C: -1.90 -1.09 2.50  -0.0398
C: -1.67 -2.06 3.47  -0.8404
C: -1.19 -3.31 3.11  -0.6086
C: -0.89 -3.59 1.78  -0.7664
C: -1.11 -2.62 0.82  0.0241
C: -2.06 1.48 0.38  0.7499
C: -3.23 2.01 0.85  -0.2530
C: -3.31 3.37 1.17  -0.9861
C: -2.25 4.20 0.93  -0.8044
C: -1.05 3.70 0.41  0.6887
C: 0.03 4.55 0.07  -0.7217
C: 1.19 4.04 -0.44  -0.9775
C: 1.36 2.65 -0.54  -0.3271
C: 0.34 1.78 -0.24  -0.1824
C: -0.91 2.30 0.19  0.1713
H: -7.44 -1.18 -1.26  0.4041
H: -6.50 -1.68 0.96  0.4148
H: -4.12 -1.34 1.41  0.3952
H: -3.58 0.09 -2.59  0.4504
H: -5.98 -0.30 -3.03  0.4031
H: -2.28 -0.12 2.78  0.4442
H: -1.86 -1.84 4.50  0.4336
H: -1.03 -4.06 3.86  0.3904
H: -0.48 -4.55 1.51  0.4327
H: -0.90 -2.83 -0.23  0.4252
H: -4.11 1.39 0.96  0.3820
H: -4.23 3.76 1.57  0.4227
H: -2.33 5.26 1.13  0.3906
H: -0.11 5.62 0.20  0.3806
H: 1.98 4.70 -0.75  0.4054
H: 2.32 2.29 -0.90  0.4493

## Properties
frontier orbital gap (spin up / spin down)	6.46 / 6.47	eV
LUMO (spin up / spin down)	-1.60 / -1.67	eV

=====

Entry 2:
Entry from the OMol25 dataset: C33H22N5OPtS as an isolated structure (wB97M-V/def2-TZVPD).

Each line ends with the Mulliken charge.
CARTESIAN COORDINATES (ANGSTROEM)
Pt: 0.10 -3.27 -1.02  0.5744
C: -1.58 9.98 3.18  -0.8455
O: -0.87 9.55 2.03  -0.4554
C: -0.81 8.23 1.78  0.9702
C: -0.10 7.86 0.63  -0.8305
C: 0.01 6.53 0.29  -0.4339
C: -0.57 5.54 1.08  0.3867
C: -1.26 5.91 2.22  -0.8075
C: -1.39 7.25 2.58  -0.4644
C: -0.46 4.12 0.75  0.2583
N: -0.96 3.13 1.47  -0.8083
C: -0.63 1.99 0.79  0.8097
C: 0.08 2.28 -0.36  0.1314
N: 0.18 3.65 -0.37  -0.1325
C: 0.54 1.29 -1.27  0.2899
C: 1.23 1.52 -2.46  -0.5249
C: 1.60 0.46 -3.25  -0.9458
C: 1.26 -0.83 -2.85  -0.2124
N: 0.60 -1.07 -1.73  -0.5974
C: 0.24 -0.05 -0.93  0.4851
C: -0.47 -0.38 0.28  0.1362
N: -0.69 -1.68 0.54  -0.5280
C: -1.39 -2.01 1.61  -0.2027
C: -1.91 -1.06 2.50  -0.8516
C: -1.67 0.27 2.27  -0.5832
C: -0.93 0.64 1.13  0.3621
H: -1.51 11.06 3.19  0.2442
H: -1.13 9.58 4.09  0.3465
H: -2.63 9.69 3.13  0.3465
H: 0.34 8.64 0.02  0.4214
H: 0.57 6.28 -0.60  0.2528
H: -1.71 5.15 2.84  0.4701
H: -1.94 7.51 3.47  0.4037
H: 0.63 4.23 -1.06  0.1784
H: 1.48 2.54 -2.76  0.4331
H: 2.14 0.61 -4.18  0.4394
H: 1.52 -1.69 -3.45  0.4700
H: -1.55 -3.07 1.77  0.4634
H: -2.48 -1.39 3.35  0.4359
H: -2.03 1.04 2.93  0.5962
S: 1.42 -7.53 -0.97  -0.2777
C: 2.32 -6.68 0.26  0.5789
C: 3.29 -7.17 1.12  -0.5211
C: 3.87 -6.29 2.01  -0.5318
C: 3.50 -4.95 2.05  -0.6735
C: 2.53 -4.45 1.19  -0.6268
C: 1.94 -5.34 0.29  0.3064
N: 0.96 -5.04 -0.64  -0.0923
C: 0.60 -6.07 -1.36  0.8552
C: -0.42 -5.79 -2.36  0.5413
C: -1.04 -6.68 -3.23  -0.6660
C: -2.01 -6.21 -4.09  -0.7260
C: -2.35 -4.86 -4.08  -0.6716
C: -1.73 -3.96 -3.22  -0.4946
C: -0.76 -4.42 -2.35  0.0659
H: 3.59 -8.21 1.09  0.4113
H: 4.63 -6.65 2.69  0.3889
H: 3.97 -4.28 2.76  0.4043
H: 2.23 -3.41 1.22  0.3761
H: -0.77 -7.73 -3.22  0.4221
H: -2.50 -6.88 -4.77  0.4034
H: -3.11 -4.50 -4.76  0.3958
H: -2.01 -2.91 -3.23  0.4505

## Properties
frontier orbital gap	6.67	eV
LUMO	-3.36	eV
energy relative to the best compared isomer or geometry (same formula, charge and spin)	87.3	kJ/mol
net charge	+1